Below is a cluster of 12 separate species, C4H32NO12 in total, with properties calculated with ωB97M-V with the def2-TZVPD basis set.

Output
* electronic energy: -30721.594 eV
* orbital gap: 10.269 eV
* highest occupied orbital energy: -13.177 eV
* LUMO: -0.1068 Ha

The geometry in ORCA input format:
```
! RIJCOSX wB97M-V def2-TZVPD def2/J DEFGRID3
* xyz 1 1
C -1.188 2.841 -0.001
C -0.456 1.633 -0.512
C -1.205 0.370 -0.126
C -0.524 -0.949 -0.187
O 0.428 -1.212 -0.888
N 0.936 1.552 0.036
H -0.765 3.756 -0.424
H -1.138 3.084 1.059
H -2.241 2.800 -0.263
H -0.188 1.691 -1.566
H -2.136 0.284 -0.699
H -1.565 0.373 0.905
H -0.937 -1.729 0.484
H 1.541 2.360 -0.179
H 1.622 0.959 -0.455
H 0.919 1.293 1.018
H 4.325 2.643 0.979
H 3.015 2.631 1.600
O 3.403 2.490 0.722
H -3.496 -1.093 2.061
H -4.359 -0.173 1.074
O -3.654 -0.808 1.165
H 0.569 3.403 -4.192
H 1.396 2.252 -3.942
O 1.333 3.175 -3.646
H 1.479 -3.180 2.794
H 2.401 -2.012 2.240
O 1.661 -2.240 2.807
H 0.569 -0.807 2.286
H 0.673 0.422 3.245
O 0.085 -0.047 2.651
H -2.540 -2.407 -0.800
H -3.282 -2.989 -1.885
O -2.523 -2.398 -1.769
H 3.648 -0.328 0.619
H 2.649 -1.285 -0.114
O 2.768 -0.717 0.651
H -1.668 -0.786 -2.590
H -1.776 -1.556 -3.835
O -1.582 -0.660 -3.539
H -2.735 -0.437 4.049
H -1.661 0.156 3.123
O -2.610 0.175 3.317
H 2.114 -4.510 0.878
H 1.593 -4.000 -0.473
O 1.520 -3.887 0.478
H 0.388 0.006 -2.839
H 1.885 -0.417 -2.507
O 1.310 0.281 -2.808
*
```


Below is an isolated molecule of C10H14N2O3, with properties calculated with ωB97M-V with the def2-TZVPD basis set.

Output
* SMILES: CCCCCC(=O)n1[nH]c(=O)ccc1=O
* electronic energy: -19717.380 eV
* orbital gap: 8.433 eV
* highest occupied orbital energy: -9.619 eV
* LUMO: -0.0436 Ha

The geometry in ORCA input format:
```
! RIJCOSX wB97M-V def2-TZVPD def2/J DEFGRID3
* xyz 0 1
C -2.981 0.281 3.535
C -3.580 -0.038 2.174
C -2.680 -0.625 1.119
C -1.286 0.002 1.102
C -0.434 -0.510 -0.148
C 1.034 0.023 -0.209
O 1.475 0.516 0.835
N 1.899 0.144 -1.320
N 3.136 0.820 -1.096
C 4.116 1.093 -2.040
O 5.062 1.888 -1.889
C 4.009 0.329 -3.328
C 2.889 -0.573 -3.529
C 1.816 -0.561 -2.556
O 0.749 -1.158 -2.754
H -2.324 -0.537 3.887
H -2.307 1.277 3.458
H -3.834 0.559 4.146
H -4.446 -0.748 2.241
H -4.036 0.934 1.857
H -2.627 -1.731 1.320
H -3.117 -0.444 0.186
H -0.736 -0.305 2.058
H -1.573 1.127 0.956
H -0.406 -1.633 -0.307
H -0.973 -0.115 -1.077
H 3.465 0.833 -0.102
H 4.883 0.400 -4.071
H 2.808 -1.245 -4.451
*
```


- The lowest LUMO belongs to which entry?
  C4H32NO12


Copy entry 1 word for word.
Below is a cluster of 12 separate species, C4H32NO12 in total, with properties calculated with ωB97M-V with the def2-TZVPD basis set.

Output
* electronic energy: -30721.594 eV
* orbital gap: 10.269 eV
* highest occupied orbital energy: -13.177 eV
* LUMO: -0.1068 Ha

The geometry in ORCA input format:
```
! RIJCOSX wB97M-V def2-TZVPD def2/J DEFGRID3
* xyz 1 1
C -1.188 2.841 -0.001
C -0.456 1.633 -0.512
C -1.205 0.370 -0.126
C -0.524 -0.949 -0.187
O 0.428 -1.212 -0.888
N 0.936 1.552 0.036
H -0.765 3.756 -0.424
H -1.138 3.084 1.059
H -2.241 2.800 -0.263
H -0.188 1.691 -1.566
H -2.136 0.284 -0.699
H -1.565 0.373 0.905
H -0.937 -1.729 0.484
H 1.541 2.360 -0.179
H 1.622 0.959 -0.455
H 0.919 1.293 1.018
H 4.325 2.643 0.979
H 3.015 2.631 1.600
O 3.403 2.490 0.722
H -3.496 -1.093 2.061
H -4.359 -0.173 1.074
O -3.654 -0.808 1.165
H 0.569 3.403 -4.192
H 1.396 2.252 -3.942
O 1.333 3.175 -3.646
H 1.479 -3.180 2.794
H 2.401 -2.012 2.240
O 1.661 -2.240 2.807
H 0.569 -0.807 2.286
H 0.673 0.422 3.245
O 0.085 -0.047 2.651
H -2.540 -2.407 -0.800
H -3.282 -2.989 -1.885
O -2.523 -2.398 -1.769
H 3.648 -0.328 0.619
H 2.649 -1.285 -0.114
O 2.768 -0.717 0.651
H -1.668 -0.786 -2.590
H -1.776 -1.556 -3.835
O -1.582 -0.660 -3.539
H -2.735 -0.437 4.049
H -1.661 0.156 3.123
O -2.610 0.175 3.317
H 2.114 -4.510 0.878
H 1.593 -4.000 -0.473
O 1.520 -3.887 0.478
H 0.388 0.006 -2.839
H 1.885 -0.417 -2.507
O 1.310 0.281 -2.808
*
```